Entry from the OMol25 dataset: C14H31N7O4RhS as an isolated structure in a non-equilibrium geometry (ωB97M-V/def2-TZVPD).

HOMO level (alpha / beta): -18.34 / -18.34 eV
Charge: +3
Gap between HOMO and LUMO (alpha / beta): 5.88 / 5.90 eV
LUMO energy (alpha / beta): -0.458 / -0.457 hartree
Strongest force on any atom: 3.886 eV/Å

```
58
Properties=species:S:1:pos:R:3:forces:R:3:nbo_charge:R:1
H 3.35409 1.61613 -0.41712 -0.04 -0.01 -0.05 0.2328
H 1.34085 -2.75882 0.48931 -0.02 -0.02 0.05 0.2235
H 0.43931 -1.26610 -2.88193 -0.02 0.03 -0.01 0.4299
H 0.89228 7.01449 -4.40060 -0.04 -0.05 -0.02 0.2447
N 0.63590 -1.52916 -1.91846 -1.16 -0.07 0.18 -0.7803
H -2.15936 5.92257 -3.77135 -0.06 0.00 0.02 0.2866
H 0.12232 0.88367 -3.16828 0.05 0.03 -0.03 0.1871
C -1.39759 1.98612 -2.18646 0.15 0.16 0.45 0.4681
N -1.20390 1.43800 -0.97079 -1.46 0.03 -1.03 -0.5265
C 2.02603 -2.07734 -1.79532 0.10 0.10 0.03 -0.2598
H 1.11940 6.88526 -1.83652 -0.02 0.09 0.04 0.2706
H -2.15818 1.80828 0.96468 -0.02 0.00 -0.02 0.2553
C -2.07188 5.30593 -2.87621 0.00 -0.23 0.09 -0.6897
N -0.66515 -1.01352 0.88050 -0.24 0.30 -0.45 -0.6597
H 2.34500 -2.21962 1.82386 0.05 0.04 -0.04 0.2689
C 0.31688 -1.50386 1.88901 0.06 -0.09 0.10 -0.2561
C 0.16061 6.94476 -2.35661 -0.08 0.08 -0.19 -0.6591
C 1.55564 -1.90822 1.13500 0.16 0.03 0.11 -0.2576
H -0.04152 -2.25799 -1.70705 0.07 -0.19 -0.30 0.4161
Rh 0.23251 0.16621 -0.56947 3.59 -0.85 1.22 1.1837
H -1.33663 1.11552 -4.14078 0.01 0.01 0.02 0.2796
H 0.76070 8.57177 -3.60537 -0.04 0.04 0.04 0.2622
H 1.29339 2.60201 -0.66912 -0.19 0.17 0.09 0.4540
H -1.09964 -1.80836 0.41066 -0.10 0.00 0.05 0.4172
C 0.27482 7.60604 -3.72925 0.09 0.07 0.14 -0.6266
S -0.33243 5.25793 -2.45004 0.26 -0.55 -0.30 2.1641
H -2.59137 5.77927 -2.04487 -0.04 0.08 -0.07 0.2730
H 0.79179 2.28822 0.84040 0.18 0.30 0.00 0.4315
C 2.72417 1.58672 0.46939 0.05 0.04 -0.06 -0.2569
O -3.98419 3.69858 0.95010 -0.01 -0.01 -0.10 -0.2994
C 2.83706 -1.21284 -0.85051 0.13 -0.11 0.10 -0.2546
H -0.07966 -2.35572 2.44397 -0.17 0.04 -0.06 0.2773
C -2.07324 2.03949 -0.08392 0.34 -0.19 -0.03 -0.0607
H -2.26491 3.51066 -4.10068 0.09 -0.07 0.05 0.2464
O 0.35735 4.58174 -3.53517 -0.18 0.01 0.25 -0.9672
C -0.66882 1.59373 -3.42089 -0.09 0.04 0.03 -0.6868
H -0.57684 7.42000 -1.70606 0.15 0.09 0.09 0.2619
H 3.71116 -1.76859 -0.49904 0.01 0.04 0.05 0.2603
H 3.20297 -0.32179 -1.35953 -0.01 0.02 -0.04 0.2276
H 0.48928 -0.70637 2.60867 0.02 0.03 -0.03 0.2336
H 2.21389 0.31035 2.09542 0.00 -0.02 0.00 0.2260
H 3.10355 2.34658 1.15334 -0.03 0.03 -0.02 0.2705
H -0.69757 7.79073 -4.18266 -0.01 -0.05 -0.02 0.2245
O -0.20323 4.63289 -1.13337 -0.05 -0.02 -0.10 -1.0143
C -2.74849 2.96913 -0.77881 -0.18 0.27 -0.09 0.2152
H 2.51479 -2.08618 -2.76775 -0.10 -0.02 -0.07 0.2693
H 3.73972 -0.10416 1.32858 -0.02 -0.04 0.01 0.2615
C -2.64949 3.91067 -3.16723 0.19 0.40 0.18 -0.2178
N 1.99907 -0.76566 0.29219 -0.32 0.02 -0.43 -0.3876
H 1.96428 -3.11212 -1.46796 0.01 0.00 0.02 0.2401
H -1.42862 -0.50976 1.33128 -0.05 -0.01 0.02 0.4331
O -4.32636 4.60329 -0.99306 -0.01 -0.07 0.04 -0.3326
H -0.19994 2.46280 -3.88205 0.05 0.05 -0.03 0.3175
N -3.78175 3.83698 -0.23064 0.09 0.05 0.05 0.5279
C 2.72168 0.24249 1.13438 0.14 -0.21 0.05 -0.2488
N -2.31031 2.95438 -2.08446 -0.41 -0.08 -0.23 -0.2888
N 1.32545 1.88886 0.06772 -0.77 0.28 0.29 -0.7912
H -3.72945 3.97885 -3.23217 -0.06 0.01 -0.04 0.2809
```
Forces are in eV/Å.

=====

Entry from the OMol25 dataset: C13H28ClIN3O2P2W as an isolated structure in a non-equilibrium geometry (ωB97M-V/def2-TZVPD).

HOMO level (alpha / beta): -17.35 / -17.35 eV
Charge: +3
Energy above the lowest of the compared OMol25 structures with the same formula, charge and spin: 0.47 kcal/mol
Gap between HOMO and LUMO (alpha / beta): 4.94 / 5.48 eV
Spin multiplicity: 3
LUMO energy (alpha / beta): -0.456 / -0.436 hartree
Strongest force on any atom: 4.331 eV/Å

```
51
Properties=species:S:1:pos:R:3:forces:R:3:lowdin_spin:R:1
W -0.01361 -1.16107 0.54762 -0.86 -2.64 2.82 1.6315
P 1.78234 -0.01937 -0.23680 3.96 1.26 -1.23 0.0693
I 0.09545 -1.75910 -4.36636 -0.02 -0.10 -0.42 0.0014
H 2.68085 1.00858 1.76518 0.01 0.21 -0.44 -0.0002
C -2.87824 -1.30194 0.03607 -0.26 -0.27 0.37 0.0438
C -1.93758 0.40448 -2.05100 0.62 0.00 -0.26 0.0107
C -2.47096 0.71281 5.22496 -0.98 0.37 0.67 0.0001
H 0.90240 0.07929 -7.01889 -0.14 -0.10 0.12 0.0000
H -3.37454 1.71553 0.16549 0.24 -0.05 0.03 0.0002
H 3.48362 -1.32443 0.83674 0.04 -0.13 -0.42 0.0000
H -3.29297 0.22123 4.70431 0.17 0.12 0.20 0.0000
H 1.40950 -0.26474 -2.59387 0.14 0.19 0.17 -0.0004
H 3.85354 -1.07349 -0.91027 -0.33 -0.08 0.28 0.0055
O -0.03082 1.21584 -4.25662 0.08 -1.84 -1.17 0.0004
H -2.44787 1.27951 1.64141 -0.10 0.15 -0.34 -0.0001
H -2.43507 -2.28462 -0.18813 -0.43 0.20 -0.02 0.0016
C -2.37596 1.49864 0.56875 0.52 0.22 0.51 0.0069
Cl 0.06103 -3.04259 -0.70570 -0.01 0.84 0.70 0.0465
O -2.35660 -0.79556 2.95905 2.06 0.64 0.06 0.0051
H 2.64140 -2.30871 -0.41843 0.40 0.26 0.01 0.0013
C 3.06476 -1.32303 -0.17829 0.07 -0.35 0.22 0.0360
H -3.20689 -1.26308 1.08479 0.06 -0.10 -0.49 0.0014
H 2.04159 1.13171 4.68840 -0.25 -0.34 -0.01 0.0000
N 2.11670 -1.02421 2.96046 -0.80 -0.11 0.29 0.0160
H -1.35980 1.28766 -2.33642 -0.18 -0.07 -0.06 0.0002
H 3.48820 1.61390 0.28327 -0.37 -0.20 -0.02 0.0006
H -3.00810 0.56228 -2.23165 0.18 0.02 0.10 -0.0002
C -1.28931 -0.31061 3.33674 -2.13 -0.39 0.04 0.0078
H -2.40472 0.33998 6.25427 0.06 -0.10 -0.34 0.0000
H 2.96762 -0.99908 3.52161 -0.25 0.12 -0.09 0.0005
H -0.21486 1.84178 5.67821 0.25 -0.36 -0.07 0.0001
H 1.90626 -1.96181 2.59148 0.26 0.63 0.43 0.0021
H 1.18960 1.41706 -2.06146 0.10 0.00 -0.10 -0.0001
H -1.70027 2.34701 0.40298 -0.30 -0.03 0.03 0.0000
C 1.09637 0.71538 4.33824 0.56 0.17 0.12 -0.0002
N -1.23228 0.45802 4.50242 0.78 0.49 -0.45 0.0003
H 0.01362 1.60353 -6.72747 -0.01 -0.16 -0.03 0.0000
C 1.03740 -0.27204 3.34209 2.04 -0.38 -0.21 0.0075
H 1.83665 2.17973 0.70528 0.28 0.01 0.05 0.0000
C 2.52160 1.32351 0.72610 -0.46 0.40 0.48 0.0099
N -0.08824 -0.47743 2.61471 -0.50 -1.05 -0.53 0.0148
H 2.84671 0.73690 -2.21135 -0.25 0.00 0.14 0.0005
P -1.72775 0.06432 -0.30643 -3.18 1.23 -1.21 0.0530
C 1.80347 0.52358 -1.93687 -0.41 0.12 -0.38 0.0150
H -0.87889 0.08395 -7.02368 0.15 -0.09 0.15 0.0000
C 0.01234 0.52291 -6.56358 0.01 0.06 0.22 0.0000
H -1.57297 -0.44497 -2.64584 -0.19 0.20 0.12 -0.0003
H -3.72300 -1.12394 -0.64504 0.12 -0.23 0.12 0.0080
H -2.66138 1.79366 5.28364 0.09 -0.30 -0.18 0.0000
C 0.00787 0.32199 -5.07032 -0.04 2.00 0.61 0.0000
C -0.08788 1.08395 4.90180 -0.81 -0.46 -0.60 0.0034
```
Forces are in eV/Å.

=====

Q: charge of number 2 (C13H28ClIN3O2P2W)?
A: +3

=====

Q: charge of number 1 (C14H31N7O4RhS)?
A: +3